# 1
AgI | ωB97M-V/def2-TZVPD

Summary:
E_tot, Ha: -444.6515
Lowest unoccupied orbital energy, eV: -1.90
Highest occupied orbital energy, eV: -8.6110
Gap between HOMO and LUMO, Eh: 0.24645

```
! wB97M-V def2-TZVPD RIJCOSX def2/J DEFGRID3
* xyz 0 1
Ag 0.623 -0.058 1.299
I -0.623 0.058 -1.299
*
```

In the Mulliken picture, each atom carries the following charge in e: number 1, Ag, carries 0.38; number 2, I, carries -0.38

=====

# 2
C27H32BrN9O2S5V | ωB97M-V/def2-TZVPD

Summary:
E_tot, Ha: -7200.3643
Expectation value of S²: 1.128
Lowest unoccupied orbital energy (alpha / beta), eV: -0.22 / -0.16
Highest occupied orbital energy (alpha / beta), eV: -6.8993 / -5.5831
Gap between HOMO and LUMO (alpha / beta), Eh: 0.24551 / 0.19939

```
! wB97M-V def2-TZVPD RIJCOSX def2/J DEFGRID3
* xyz 0 2
V -0.283 -1.732 0.407
N -2.080 -0.640 0.851
C -2.238 0.483 -0.123
C -0.876 0.854 -0.731
N 0.217 0.280 0.089
C 1.539 0.402 -0.562
C 1.790 -0.818 -1.437
N 1.701 -2.033 -0.578
H -2.938 -1.173 0.895
H -1.925 -0.243 1.779
H -2.689 1.343 0.366
H -2.889 0.152 -0.921
H -0.776 1.938 -0.797
H -0.815 0.443 -1.737
H 0.201 0.790 0.995
H 2.299 0.464 0.220
H 1.617 1.315 -1.154
H 2.743 -0.714 -1.951
H 1.009 -0.904 -2.187
H 2.521 -2.101 0.014
H 1.668 -2.866 -1.156
C 3.407 -1.052 4.240
C 2.068 -1.660 3.920
C 1.319 -2.355 4.866
C 0.047 -2.791 4.513
C -0.429 -2.542 3.250
Br -2.199 -3.151 2.861
N 0.276 -1.888 2.272
C 1.523 -1.462 2.676
H 3.725 -1.317 5.248
H 3.339 0.038 4.179
H 4.179 -1.382 3.542
H 1.701 -2.524 5.865
H -0.587 -3.311 5.217
H 2.087 -0.895 1.946
S 1.471 6.783 4.250
C 0.801 5.384 3.658
S 1.326 3.825 4.206
C 0.174 3.002 3.173
N -0.534 3.834 2.482
N -0.183 5.163 2.745
C -0.985 6.143 2.069
C -0.523 7.430 1.821
C -1.340 8.339 1.157
C -2.610 7.985 0.732
C -3.064 6.694 0.976
C -2.263 5.777 1.637
S 0.095 1.284 3.110
H 0.462 7.727 2.140
H -0.966 9.340 0.972
H -3.240 8.702 0.219
H -4.054 6.395 0.653
H -2.615 4.776 1.830
N 2.354 -2.631 -7.005
C 1.314 -2.548 -6.096
C 0.903 -1.307 -5.597
C -0.102 -1.230 -4.653
C -0.713 -2.391 -4.188
C -0.333 -3.630 -4.696
C 0.676 -3.707 -5.637
S -1.953 -2.266 -2.953
O -2.869 -3.356 -3.148
O -2.418 -0.909 -2.993
N -1.167 -2.462 -1.540
C -1.009 -3.696 -1.004
S -1.300 -5.295 -1.648
C -0.594 -5.981 -0.217
C -0.229 -5.020 0.645
N -0.489 -3.732 0.217
H 2.585 -1.799 -7.520
H 2.428 -3.479 -7.539
H 1.366 -0.399 -5.972
H -0.444 -0.267 -4.290
H -0.847 -4.528 -4.372
H 0.971 -4.672 -6.036
H -0.524 -7.050 -0.091
H 0.193 -5.178 1.626
*
```

Results of the Mulliken charge analysis, in e, for atoms 1 through 2: number 1, V, carries -0.02; number 2, N, carries -0.06

=====

# 3
C3H6O | ωB97M-V/def2-TZVPD

Summary:
E_tot, Ha: -192.9401
Lowest unoccupied orbital energy (alpha / beta), eV: -0.51 / -0.51
Highest occupied orbital energy (alpha / beta), eV: -9.0082 / -8.9975
Gap between HOMO and LUMO (alpha / beta), Eh: 0.31224 / 0.31183

```
! wB97M-V def2-TZVPD RIJCOSX def2/J DEFGRID3
* xyz 0 1
O -0.972 0.150 0.989
C 0.201 0.695 0.540
C -1.127 -0.072 -1.587
C 1.376 0.072 0.502
H -0.781 -0.718 1.375
H 0.038 1.705 0.181
H -0.465 -0.970 -1.571
H -2.080 -0.467 -1.178
H 2.236 0.573 0.077
H 1.498 -0.952 0.850
*
```

Results of the Mulliken charge analysis, in e, for atoms 1 through 2: number 1, O, carries -0.47; number 2, C, carries -0.08

=====

# 4
C2H15N2O4 | ωB97M-V/def2-TZVPD

Summary:
E_tot, Ha: -495.4921
Expectation value of S²: 0.753
Lowest unoccupied orbital energy (alpha / beta), eV: 0.49 / 0.41
Highest occupied orbital energy (alpha / beta), eV: -3.0488 / -7.8136
Gap between HOMO and LUMO (alpha / beta), Eh: 0.13015 / 0.30234

```
! wB97M-V def2-TZVPD RIJCOSX def2/J DEFGRID3
* xyz 0 2
C 0.880 -1.542 -2.298
N 0.634 -1.144 -0.862
C 0.617 0.075 -0.501
N 0.605 0.516 0.861
H 0.369 -2.528 -2.324
H 1.787 -1.841 -2.626
H 0.299 -0.818 -2.930
H 0.567 -2.034 -0.287
H 0.526 0.973 -1.199
H 0.691 -0.132 1.724
H 0.015 1.395 1.085
H 1.300 -3.649 1.890
H 1.947 -2.203 1.799
O 1.084 -2.729 1.482
H -1.746 1.584 0.614
H -1.734 3.155 0.923
O -1.395 2.222 1.220
H -2.610 -0.133 1.671
H -1.548 -0.946 1.956
O -1.963 -0.520 1.180
H -0.040 3.941 -1.745
H -0.088 3.278 -0.343
O -0.197 3.082 -1.289
*
```

Results of the Mulliken charge analysis, in e, for atoms 1 through 2: number 1, C, carries -1.08; number 2, N, carries -0.08

=====

# 5
C25H27BrN3OSe2Ti | ωB97M-V/def2-TZVPD

Summary:
E_tot, Ha: -9434.5433
Lowest unoccupied orbital energy, eV: -3.98
Highest occupied orbital energy, eV: -10.2529
Gap between HOMO and LUMO, Eh: 0.23043

```
! wB97M-V def2-TZVPD RIJCOSX def2/J DEFGRID3
* xyz 1 1
Ti 0.520 -0.257 -1.351
C 1.743 2.826 1.680
C 0.668 2.592 0.659
C -0.656 2.405 1.049
C -1.672 2.231 0.123
C -3.093 2.028 0.559
C -1.339 2.244 -1.233
C -0.026 2.455 -1.669
C 0.240 2.729 -3.131
C 0.972 2.602 -0.701
H 1.652 2.134 2.517
H 1.666 3.838 2.083
H 2.735 2.713 1.244
H -0.900 2.409 2.106
H -3.394 0.987 0.422
H -3.775 2.646 -0.026
H -3.225 2.277 1.610
H -2.131 2.165 -1.971
H 0.151 1.842 -3.760
H 1.246 3.117 -3.274
H -0.473 3.469 -3.495
H 1.989 2.771 -1.031
Se 1.367 -2.538 -1.926
Se 2.797 0.568 -2.648
C 3.235 0.159 -0.857
C 4.506 0.205 -0.287
C 4.647 -0.080 1.056
C 3.531 -0.393 1.836
C 2.299 -0.431 1.228
N 2.173 -0.177 -0.087
C 0.190 -2.154 -3.359
C -0.212 -2.984 -4.396
C -1.183 -2.518 -5.261
C -1.749 -1.259 -5.068
C -1.293 -0.486 -4.025
N -0.314 -0.918 -3.217
H 5.352 0.460 -0.909
H 5.629 -0.056 1.511
H 3.626 -0.603 2.891
H 1.388 -0.668 1.767
H 0.223 -3.967 -4.501
H -1.519 -3.138 -6.082
H -2.529 -0.892 -5.718
H -1.688 0.500 -3.820
O -2.640 -3.555 5.748
C -1.956 -2.788 4.885
C -1.905 -1.397 4.966
C -1.167 -0.715 4.021
N -0.499 -1.306 3.027
C -0.569 -2.624 2.983
Br 0.385 -3.440 1.553
C -1.266 -3.428 3.860
H -3.073 -3.016 6.419
H -2.424 -0.859 5.749
H -1.106 0.366 4.061
H -1.280 -4.503 3.766
C -1.269 -0.810 -0.534
H -2.169 -0.406 -0.991
H -1.165 -0.474 0.509
H -1.271 -1.901 -0.562
*
```

Results of the Mulliken charge analysis, in e, for atoms 1 through 2: number 1, Ti, carries -0.26; number 2, C, carries -1.80

=====

# 6
C4H24NO7 | ωB97M-V/def2-TZVPD

Summary:
E_tot, Ha: -748.0535
Expectation value of S²: 0.753
Lowest unoccupied orbital energy (alpha / beta), eV: 0.23 / 0.17
Highest occupied orbital energy (alpha / beta), eV: -2.8333 / -7.2280
Gap between HOMO and LUMO (alpha / beta), Eh: 0.11247 / 0.27204

```
! wB97M-V def2-TZVPD RIJCOSX def2/J DEFGRID3
* xyz 0 2
C 1.784 2.872 -0.028
C 1.188 1.951 1.038
C 1.145 0.516 0.758
C 2.011 -0.521 1.098
N -0.045 -0.054 0.077
H 2.730 2.493 -0.408
H 1.168 2.880 -0.930
H 1.879 3.891 0.348
H 1.761 2.169 1.959
H 0.286 2.378 1.521
H 3.019 -0.381 1.468
H 1.724 -1.550 0.941
H -0.902 0.092 0.633
H -0.125 -1.068 -0.010
H -0.221 0.386 -0.821
H 1.932 -3.590 -1.294
H 2.252 -2.051 -1.042
O 1.556 -2.717 -1.160
H -3.933 -2.503 -0.712
H -3.993 -1.406 0.426
O -3.586 -1.662 -0.405
H -1.017 -1.788 4.473
H 0.088 -0.746 4.734
O -0.522 -1.072 4.067
H -3.805 1.901 -0.176
H -3.514 3.181 0.509
O -3.262 2.250 0.544
H 0.123 0.915 -2.277
H -0.224 1.686 -3.445
O -0.676 1.255 -2.706
H 2.381 -0.178 -3.365
H 1.187 -0.969 -3.352
O 1.688 -0.414 -2.729
H -1.994 -2.298 -0.159
H -0.633 -3.017 -0.031
O -1.449 -2.831 0.458
*
```

Results of the Mulliken charge analysis, in e, for atoms 1 through 2: number 1, C, carries -1.07; number 2, C, carries -0.84

=====

# 7
C20H25I2N5NiO9P2 | ωB97M-V/def2-TZVPD

Summary:
E_tot, Ha: -4514.8482
Expectation value of S²: 2.004
Lowest unoccupied orbital energy (alpha / beta), eV: 0.26 / 0.26
Highest occupied orbital energy (alpha / beta), eV: -7.1950 / -7.2804
Gap between HOMO and LUMO (alpha / beta), Eh: 0.27393 / 0.27717

```
! wB97M-V def2-TZVPD RIJCOSX def2/J DEFGRID3
* xyz 0 3
Ni -0.107 0.473 0.174
I -6.575 1.905 3.473
C -4.584 1.871 2.839
C -3.574 1.612 3.753
C -2.257 1.577 3.326
I -0.734 1.155 4.685
C -1.893 1.807 1.982
O -0.671 1.782 1.566
C -2.963 2.050 1.078
C -2.564 2.209 -0.358
N -1.927 0.960 -0.831
C -2.834 -0.185 -0.795
C -2.553 -1.106 0.369
C -3.533 -1.962 0.854
C -3.244 -2.773 1.934
C -1.983 -2.701 2.512
C -1.063 -1.821 1.981
N -1.337 -1.056 0.915
C -4.277 2.087 1.503
H -3.810 1.431 4.793
H -3.432 2.452 -0.979
H -1.820 3.000 -0.462
H -1.532 1.111 -1.756
H -3.868 0.156 -0.691
H -2.779 -0.750 -1.729
H -4.516 -1.961 0.400
H -3.997 -3.437 2.337
H -1.721 -3.298 3.374
H -0.076 -1.685 2.401
H -5.068 2.280 0.786
C 5.184 -0.153 0.644
C 3.687 -0.120 0.417
O 3.288 -1.439 0.024
P 2.708 0.276 1.895
O 3.426 -0.494 3.084
O 2.944 1.795 2.274
O 1.272 -0.082 1.760
P 3.136 1.117 -0.873
O 4.065 2.404 -0.575
O 3.409 0.581 -2.229
O 1.752 1.505 -0.421
H 5.439 -0.961 1.329
H 5.534 0.791 1.060
H 5.679 -0.328 -0.312
H 2.352 -1.406 -0.203
H 2.879 -0.543 3.878
H 2.413 2.372 1.697
H 4.762 2.474 -1.237
C 1.262 0.828 -5.013
N 1.066 -0.211 -4.011
C 1.687 -1.395 -4.091
C 1.567 -2.323 -3.116
C 0.838 -1.942 -1.963
N 0.293 -0.738 -1.814
C 0.356 0.159 -2.867
O -0.248 1.217 -2.873
N 0.699 -2.828 -0.951
H 1.810 0.403 -5.850
H 1.837 1.638 -4.568
H 0.300 1.207 -5.346
H 2.268 -1.568 -4.986
H 2.047 -3.286 -3.190
H 1.310 -3.624 -0.906
H 0.265 -2.511 -0.100
*
```

Results of the Mulliken charge analysis, in e, for atoms 1 through 2: number 1, Ni, carries 1.26; number 2, I, carries 0.03

=====

Number 7 is which compound?
C20H25I2N5NiO9P2

=====

Copy entry 2 word for word.
C27H32BrN9O2S5V | ωB97M-V/def2-TZVPD

Summary:
E_tot, Ha: -7200.3643
Expectation value of S²: 1.128
Lowest unoccupied orbital energy (alpha / beta), eV: -0.22 / -0.16
Highest occupied orbital energy (alpha / beta), eV: -6.8993 / -5.5831
Gap between HOMO and LUMO (alpha / beta), Eh: 0.24551 / 0.19939

```
! wB97M-V def2-TZVPD RIJCOSX def2/J DEFGRID3
* xyz 0 2
V -0.283 -1.732 0.407
N -2.080 -0.640 0.851
C -2.238 0.483 -0.123
C -0.876 0.854 -0.731
N 0.217 0.280 0.089
C 1.539 0.402 -0.562
C 1.790 -0.818 -1.437
N 1.701 -2.033 -0.578
H -2.938 -1.173 0.895
H -1.925 -0.243 1.779
H -2.689 1.343 0.366
H -2.889 0.152 -0.921
H -0.776 1.938 -0.797
H -0.815 0.443 -1.737
H 0.201 0.790 0.995
H 2.299 0.464 0.220
H 1.617 1.315 -1.154
H 2.743 -0.714 -1.951
H 1.009 -0.904 -2.187
H 2.521 -2.101 0.014
H 1.668 -2.866 -1.156
C 3.407 -1.052 4.240
C 2.068 -1.660 3.920
C 1.319 -2.355 4.866
C 0.047 -2.791 4.513
C -0.429 -2.542 3.250
Br -2.199 -3.151 2.861
N 0.276 -1.888 2.272
C 1.523 -1.462 2.676
H 3.725 -1.317 5.248
H 3.339 0.038 4.179
H 4.179 -1.382 3.542
H 1.701 -2.524 5.865
H -0.587 -3.311 5.217
H 2.087 -0.895 1.946
S 1.471 6.783 4.250
C 0.801 5.384 3.658
S 1.326 3.825 4.206
C 0.174 3.002 3.173
N -0.534 3.834 2.482
N -0.183 5.163 2.745
C -0.985 6.143 2.069
C -0.523 7.430 1.821
C -1.340 8.339 1.157
C -2.610 7.985 0.732
C -3.064 6.694 0.976
C -2.263 5.777 1.637
S 0.095 1.284 3.110
H 0.462 7.727 2.140
H -0.966 9.340 0.972
H -3.240 8.702 0.219
H -4.054 6.395 0.653
H -2.615 4.776 1.830
N 2.354 -2.631 -7.005
C 1.314 -2.548 -6.096
C 0.903 -1.307 -5.597
C -0.102 -1.230 -4.653
C -0.713 -2.391 -4.188
C -0.333 -3.630 -4.696
C 0.676 -3.707 -5.637
S -1.953 -2.266 -2.953
O -2.869 -3.356 -3.148
O -2.418 -0.909 -2.993
N -1.167 -2.462 -1.540
C -1.009 -3.696 -1.004
S -1.300 -5.295 -1.648
C -0.594 -5.981 -0.217
C -0.229 -5.020 0.645
N -0.489 -3.732 0.217
H 2.585 -1.799 -7.520
H 2.428 -3.479 -7.539
H 1.366 -0.399 -5.972
H -0.444 -0.267 -4.290
H -0.847 -4.528 -4.372
H 0.971 -4.672 -6.036
H -0.524 -7.050 -0.091
H 0.193 -5.178 1.626
*
```

Results of the Mulliken charge analysis, in e, for atoms 1 through 2: number 1, V, carries -0.02; number 2, N, carries -0.06